{
  "formula": "C14H26IIrOP2Se",
  "method": "the ωB97M-V functional and the def2-TZVPD basis",
  "species": ["C", "I", "H", "H", "H", "Ir", "P", "C", "C", "H", "H", "H", "H", "H", "H", "C", "H", "H", "H", "P", "C", "C", "H", "H", "H", "C", "H", "H", "H", "H", "H", "H", "C", "O", "Se", "C", "C", "C", "C", "C", "C", "H", "H", "H", "H", "H"],
  "coordinates": [[-3.5174, -3.9933, -3.1945], [-2.2269, -2.4584, -2.4786], [-3.8836, -4.5363, -2.3212], [-2.9311, -4.6341, -3.8542], [-4.3284, -3.4999, -3.7321], [-0.0996, -0.0279, -0.7630], [1.2954, -1.8100, -0.4261], [2.2477, -2.1336, -1.9415], [2.5304, -1.5353, 0.8756], [3.2156, -2.3926, 0.9292], [1.1965, -4.1511, 0.1248], [2.0052, -1.4215, 1.8300], [-0.0879, -3.1946, 0.9406], [2.7754, -1.2143, -2.2291], [3.0943, -0.6162, 0.6697], [0.4541, -3.3498, 0.0001], [2.9718, -2.9355, -1.7401], [-0.2651, -3.6115, -0.7899], [1.5660, -2.4346, -2.7484], [-1.8824, 1.3679, -0.4347], [-2.2109, 2.3253, -1.9462], [-3.4226, 0.5217, -0.0115], [-1.5016, 2.0877, 1.8211], [-2.4661, 3.2998, 0.9159], [-0.6914, 3.1698, 0.6570], [-1.6126, 2.6093, 0.8647], [-3.2632, -0.0208, 0.9277], [-4.2226, 1.2643, 0.1178], [-3.0207, 3.0414, -1.7507], [-2.4995, 1.6416, -2.7553], [-3.6861, -0.1917, -0.8030], [-1.2945, 2.8608, -2.2260], [-0.2077, -0.1169, -2.5992], [-0.2025, -0.0870, -3.7724], [1.5509, 1.6391, -0.4952], [1.8860, 1.9127, 1.3904], [2.9082, 2.8339, 1.7135], [3.2048, 3.0983, 3.0481], [2.4923, 2.4595, 4.0711], [1.4856, 1.5504, 3.7521], [1.1801, 1.2731, 2.4125], [3.4328, 3.3173, 0.8872], [3.9962, 3.8104, 3.2794], [2.7238, 2.6743, 5.1156], [0.9189, 1.0447, 4.5306], [0.3925, 0.5631, 2.1380]],
  "forces_ev_per_a": [[0.09, -0.36, -0.43], [-0.23, -0.25, -0.01], [-0.01, 0.18, 0.02], [-0.06, 0.15, 0.16], [0.01, 0.05, 0.17], [-0.87, -0.81, 1.11], [0.89, -0.11, -0.07], [0.14, -0.34, 0.29], [0.01, -0.33, 0.02], [-0.11, 0.23, 0.05], [-0.35, 0.04, -0.07], [0.20, -0.01, -0.11], [0.09, -0.14, -0.19], [-0.12, -0.29, 0.03], [-0.12, -0.30, 0.04], [0.16, -0.22, 0.24], [-0.11, 0.18, -0.26], [0.28, -0.10, 0.22], [0.25, 0.08, 0.15], [-0.36, 0.98, 0.02], [-0.28, 0.09, 0.27], [-0.15, 0.13, 0.12], [-0.02, 0.21, -0.10], [0.23, -0.15, 0.03], [-0.30, -0.11, 0.07], [-0.27, 0.01, 0.00], [-0.16, 0.08, -0.18], [0.08, -0.30, -0.04], [0.19, -0.11, -0.23], [0.06, 0.25, 0.13], [-0.04, 0.25, 0.24], [-0.27, -0.10, 0.00], [0.86, 0.94, -4.07], [-0.35, -0.38, 2.71], [0.88, 0.80, 0.64], [0.17, 0.19, -0.06], [-0.32, -0.25, -0.31], [-0.03, -0.03, -0.20], [0.12, 0.10, -0.21], [-0.27, -0.24, -0.58], [-0.02, -0.03, 0.16], [0.02, 0.00, 0.41], [-0.22, -0.19, 0.01], [-0.06, -0.07, -0.34], [0.16, 0.14, -0.08], [0.21, 0.17, 0.24]],
  "lumo_energy_ev": [-6.6, -11.4],
  "charge": 2,
  "s_squared": 6.019,
  "e_above_lowest_kcal_mol": 0.0,
  "multiplicity": 5,
  "homo_energy_ha": [-0.4838, -0.5404]
}

---

{
  "formula": "C14H27BrN3PSTl",
  "method": "the ωB97M-V functional and the def2-TZVPD basis",
  "species": ["Tl", "C", "C", "P", "C", "C", "C", "C", "H", "H", "H", "H", "H", "H", "H", "H", "H", "H", "H", "H", "H", "H", "H", "C", "N", "C", "S", "N", "C", "H", "H", "H", "H", "H", "H", "H", "H", "Br", "C", "C", "C", "N", "C", "C", "H", "H", "H", "H"],
  "coordinates": [[0.5279, 0.5789, 2.0431], [0.7551, -2.7729, -1.4847], [0.1117, -3.2742, -0.1902], [-0.5818, -1.9092, 0.8109], [-1.9389, -1.2446, -0.2252], [-3.0581, -2.2008, -0.6305], [-1.4108, -2.7297, 2.2368], [-1.9104, -4.1642, 2.0522], [1.1927, -3.6028, -2.0395], [1.5464, -2.0456, -1.2863], [0.0238, -2.2937, -2.1381], [0.8521, -3.7774, 0.4363], [-0.6713, -4.0042, -0.3993], [-1.4561, -0.8107, -1.1042], [-2.3432, -0.3886, 0.3228], [-2.6733, -3.0858, -1.1426], [-3.7482, -1.7030, -1.3143], [-3.6353, -2.5344, 0.2337], [-2.2339, -2.0664, 2.5185], [-0.7077, -2.6949, 3.0709], [-2.6230, -4.2552, 1.2326], [-2.4069, -4.5016, 2.9635], [-1.0866, -4.8519, 1.8577], [-2.3885, 4.6813, 0.6888], [-1.5443, 3.5222, 0.3940], [-0.6716, 3.2953, -0.5943], [0.2457, 1.8398, -0.6047], [-0.4714, 4.1534, -1.6025], [-1.1770, 5.3769, -1.9991], [-2.9925, 4.4182, 1.5508], [-3.0620, 4.9180, -0.1281], [-1.8018, 5.5571, 0.9524], [-1.5887, 2.7636, 1.0481], [0.1935, 3.7943, -2.2667], [-1.2455, 6.0929, -1.1906], [-2.1712, 5.1663, -2.3910], [-0.5918, 5.8369, -2.7896], [6.7999, -0.3348, -1.4039], [5.1912, -0.1854, -0.4565], [4.6782, 1.0638, -0.1553], [3.4901, 1.1210, 0.5506], [2.8261, 0.0325, 0.9519], [3.3370, -1.1628, 0.6460], [4.5147, -1.3255, -0.0577], [5.1866, 1.9690, -0.4587], [3.0480, 2.0813, 0.7933], [2.7754, -2.0292, 0.9803], [4.8955, -2.3128, -0.2815]],
  "forces_ev_per_a": [[0.01, -0.02, 0.10], [-0.01, -0.01, 0.01], [0.10, 0.06, -0.05], [0.02, 0.20, 0.03], [-0.08, -0.09, -0.04], [-0.04, 0.01, -0.02], [-0.05, -0.10, -0.07], [-0.02, 0.01, 0.04], [0.00, 0.01, 0.01], [-0.06, -0.02, -0.01], [0.01, -0.03, 0.03], [0.02, -0.05, -0.01], [0.01, -0.03, -0.03], [0.00, 0.01, 0.00], [-0.04, 0.01, 0.01], [-0.02, 0.06, 0.03], [0.02, -0.03, 0.03], [0.03, 0.03, -0.05], [-0.03, 0.00, 0.01], [0.04, -0.01, 0.04], [0.04, 0.01, 0.03], [0.01, 0.00, -0.04], [-0.01, 0.03, 0.00], [0.09, -0.14, 0.01], [-0.04, 0.10, -0.12], [-0.05, 0.11, -0.03], [-0.07, 0.07, -0.12], [-0.08, -0.01, 0.11], [0.07, -0.20, -0.01], [-0.04, -0.01, 0.04], [-0.02, -0.01, -0.07], [0.08, 0.04, -0.01], [-0.01, -0.05, 0.10], [0.06, 0.03, -0.04], [0.02, 0.03, 0.11], [-0.02, -0.04, 0.02], [0.01, -0.02, -0.03], [0.08, -0.01, -0.06], [0.05, 0.01, -0.05], [-0.03, 0.08, 0.05], [0.03, -0.10, 0.00], [0.02, 0.13, -0.15], [-0.10, 0.03, 0.10], [0.00, -0.08, 0.05], [-0.03, -0.05, 0.02], [0.01, -0.05, 0.00], [0.02, 0.05, -0.01], [-0.03, 0.05, 0.01]],
  "lumo_energy_ev": -2.4,
  "charge": 1,
  "multiplicity": 1,
  "homo_energy_ha": -0.3977
}